No. 1
This record from the OMol25 dataset describes a structure of composition C29H53CaCl5CsF11KN3O6S3. The level of theory is wB97M-V/def2-TZVPD.

The geometry in ORCA input format:
```
! RIJCOSX wB97M-V def2-TZVPD def2/J DEFGRID3
* xyz 0 1
C -4.471 3.488 1.048
C -4.546 1.964 0.926
C -3.227 1.272 1.313
C -3.539 -0.278 1.438
C -2.410 -1.185 0.760
C -2.727 -1.497 -0.724
C -1.502 -1.310 -1.660
C -0.658 -2.594 -1.704
C 0.810 -2.437 -2.231
C 1.841 -2.911 -1.172
C 3.008 -1.969 -0.832
C 2.575 -0.577 -0.350
C 1.430 -0.558 0.687
N 1.374 0.920 0.934
C 2.822 1.358 1.043
C 3.671 0.366 0.180
C 4.684 -0.212 1.202
C 4.077 -1.100 2.296
C 5.008 -1.325 3.489
Cl 4.095 -2.241 4.764
C 4.529 1.215 -0.817
C 4.269 1.025 -2.319
C 3.382 2.064 -3.007
F 2.071 1.671 -2.810
F 3.594 1.917 -4.339
C 3.520 3.519 -2.530
F 4.797 3.790 -2.233
F 2.793 3.591 -1.379
S 2.876 4.921 -3.739
F 1.548 3.838 -4.615
F 1.658 5.384 -2.570
F 3.896 6.025 -2.977
F 4.186 4.577 -5.038
F 2.171 6.420 -4.964
H -5.452 3.911 0.818
H -3.771 3.880 0.307
H -4.202 3.827 2.053
H -5.313 1.605 1.620
H -4.797 1.686 -0.101
H -2.857 1.705 2.285
H -2.422 1.444 0.591
H -4.514 -0.464 0.977
H -3.625 -0.533 2.544
H -1.474 -0.627 0.870
H -2.351 -2.139 1.348
H -3.065 -2.534 -0.784
H -3.565 -0.870 -1.040
H -1.912 -1.061 -2.642
H -0.961 -0.414 -1.322
H -0.646 -3.033 -0.702
H -1.172 -3.251 -2.409
H 0.934 -3.057 -3.120
H 0.949 -1.403 -2.564
H 1.355 -3.225 -0.243
H 2.313 -3.814 -1.574
H 3.567 -2.442 -0.018
H 3.701 -1.851 -1.666
H 2.048 -0.172 -1.227
H 0.563 -0.842 0.094
H 1.581 -1.156 1.580
H 1.001 1.379 0.101
H 0.812 1.210 1.731
H 2.875 2.422 0.802
H 3.029 1.337 2.116
H 5.293 0.570 1.669
H 5.388 -0.834 0.644
H 3.812 -2.096 1.933
H 3.175 -0.634 2.720
H 5.242 -0.332 3.892
H 5.962 -1.910 3.213
H 5.565 0.914 -0.651
H 4.480 2.246 -0.481
H 3.856 0.055 -2.595
H 5.238 1.072 -2.822
C -1.244 5.442 -1.888
O -2.295 5.377 -1.290
H -0.381 4.807 -1.592
H -1.339 4.851 -3.267
H -0.848 6.421 -2.236
O -1.644 4.418 -4.142
H -0.703 4.118 -4.060
Cs -2.922 -1.196 3.914
Cl -3.100 -1.225 9.050
C -1.531 -1.458 9.865
C -0.686 -0.211 9.824
Cl -0.128 0.168 8.171
H -1.027 -2.296 9.390
H -1.745 -1.727 10.897
H 0.204 -0.351 10.435
H -1.230 0.651 10.201
Ca 1.739 5.567 -6.653
N -4.718 1.448 -4.241
C -5.755 0.898 -4.929
C -5.841 1.550 -6.135
C -4.801 2.526 -6.170
C -4.121 2.436 -4.982
H -4.443 1.161 -3.321
H -6.331 0.087 -4.470
H -6.566 1.349 -6.907
H -4.580 3.213 -6.972
H -3.275 2.984 -4.604
Cl 6.665 -2.729 1.531
N -0.281 -8.113 2.093
S -1.671 -8.856 2.380
O -2.704 -8.598 1.437
O -2.023 -9.010 3.745
F -1.187 -10.318 1.972
S -0.361 -6.546 2.306
O 0.769 -5.868 1.728
O -0.791 -6.082 3.577
F -1.533 -6.097 1.336
Cl -7.236 -0.105 -2.507
K 1.421 -8.389 0.493
*
```

These are the Löwdin partial charges, in e, on atoms 1 to 2: C -0.0964; C -0.2541

No. 2
This record from the OMol25 dataset describes a cluster of 2 separate species, C12H17Cl2FN2O4PS in total. The level of theory is wB97M-V/def2-TZVPD.

The geometry in ORCA input format:
```
! RIJCOSX wB97M-V def2-TZVPD def2/J DEFGRID3
* xyz 1 1
C -1.288 1.816 -1.249
C -1.792 0.429 -0.812
N -3.008 0.134 -0.795
C -0.703 -0.566 -0.435
C -1.125 -1.552 0.681
C 0.244 -2.079 1.167
C 1.098 -1.484 2.253
C 0.141 -1.224 3.440
O -0.223 -2.095 4.098
Cl -0.436 0.415 3.784
N 0.547 -3.125 0.496
C -0.511 -3.506 -0.477
Cl -0.438 -5.284 -0.657
C -1.734 -2.935 0.302
P -1.993 -4.027 1.835
S -3.533 -3.413 2.861
H -0.191 1.858 -1.103
H -1.457 1.924 -2.328
H -1.811 2.612 -0.712
H -3.518 0.969 -1.095
H -0.333 -1.037 -1.354
H 0.135 0.027 -0.037
H -1.771 -1.148 1.472
H 1.797 -2.253 2.603
H 1.639 -0.589 1.925
H 1.405 -3.664 0.603
H -0.405 -3.088 -1.479
H -2.722 -3.000 -0.165
H -0.838 -4.030 2.656
H -2.233 -5.364 1.455
C 2.373 5.053 -2.717
C 2.859 5.183 -1.299
O 2.358 3.999 -0.693
C 2.285 3.066 -1.680
O 2.162 1.896 -1.489
O 2.376 3.633 -2.904
F 2.314 6.255 -0.683
H 1.359 5.435 -2.845
H 3.027 5.545 -3.433
H 3.944 5.215 -1.192
*
```

These are the Löwdin partial charges, in e, on atoms 1 to 2: C -0.0152; C -0.4045

No. 3
This record from the OMol25 dataset describes a cluster of 2 separate species, CHClO4S in total. The level of theory is wB97M-V/def2-TZVPD.

Computed properties:
- Relative energy (zero: lowest compared OMol25 entry of this formula, charge and spin): 37.5 kJ/mol

The geometry in ORCA input format:
```
! RIJCOSX wB97M-V def2-TZVPD def2/J DEFGRID3
* xyz 0 1
C -2.193 1.153 0.815
O -2.321 1.706 1.814
O 1.195 -1.727 -0.658
O 0.092 0.248 -0.987
O -2.323 0.636 -0.205
S 1.444 -0.151 -0.904
Cl 2.242 0.529 0.989
H 1.865 -2.394 -0.865
*
```

These are the Löwdin partial charges, in e, on atoms 1 to 2: C -0.4335; O 0.2106

No. 4
This record from the OMol25 dataset describes the molecule CHIN4O4S. The level of theory is wB97M-V/def2-TZVPD.

Computed properties:
- Relative energy (zero: lowest compared OMol25 entry of this formula, charge and spin): 11.8 kJ/mol

The geometry in ORCA input format:
```
! RIJCOSX wB97M-V def2-TZVPD def2/J DEFGRID3
* xyz 0 1
C -0.843 -0.268 -0.884
N -0.840 -1.406 -1.015
N 1.319 0.426 0.974
N -0.821 1.024 -0.618
N -1.963 1.820 -0.786
O -2.700 1.292 -1.573
O -2.046 2.885 -0.244
O -0.763 1.665 1.966
O 0.883 2.885 0.698
S 0.216 1.674 0.985
I 2.410 0.504 -0.740
H 1.044 -0.502 1.047
*
```

These are the Löwdin partial charges, in e, on atoms 1 to 2: C -0.4003; N 0.1982

Max |F| / eV/A: 8.74, 3.31, 1.92, 4.65
Orbital gap / eV: 3.063, 6.838, 10.620, 9.145